Entry from the OMol25 dataset: 9 unconnected molecules or ions with the total composition C47H107N4O9PS2Si (the ωB97M-V functional and the def2-TZVPD basis).

Each atom is followed by the atoms it is bonded to, with distances in Å.
Positions of all 171 atoms, in Å:
1 H 5.01 -2.83 -2.00  N2 1.027
2 N 4.16 -2.53 -2.50  H1 1.027, C3 1.272
3 C 3.47 -1.81 -1.72  N2 1.272, C4 1.554, C5 1.535
4 C 4.06 -1.52 -0.31  C3 1.554, H34 1.106, H35 1.107, H36 1.113
5 C 2.16 -1.25 -2.31  C3 1.535, C6 1.592, H37 1.118, H38 1.108
6 C 0.83 -1.37 -1.44  C5 1.592, C7 1.519, C9 1.604, C24 1.573
7 C 1.05 -0.45 -0.24  C6 1.519, N8 1.126
8 N 1.27 0.21 0.64  C7 1.126
9 C -0.24 -0.61 -2.36  C6 1.604, C10 1.561, H39 1.104, H40 1.115
10 C -1.20 0.36 -1.62  C9 1.561, C11 1.580, H41 1.106, H42 1.119
11 C -0.71 1.86 -1.64  C10 1.580, C12 1.555, H43 1.106, H44 1.116
12 C -1.58 2.82 -0.78  C11 1.555, N13 1.462, H45 1.116, H46 1.112
13 N -1.07 3.19 0.54  C12 1.462, C14 1.474, C18 1.368
14 C -1.10 2.12 1.55  N13 1.474, C15 1.593, H47 1.105, H48 1.111
15 C -2.25 2.47 2.60  C14 1.593, C16 1.575, H49 1.113, H50 1.106
16 C -3.34 1.33 2.56  C15 1.575, C17 1.572, H51 1.116, H52 1.112
17 C -2.80 0.01 3.23  C16 1.572, H53 1.126, H54 1.110, H55 1.110
18 C 0.03 4.00 0.55  N13 1.368, S19 1.649, S20 1.841
19 S 0.89 4.58 -0.72  C18 1.649
20 S 0.56 4.56 2.23  C18 1.841, C21 1.848
21 C 2.28 3.89 2.41  S20 1.848, C22 1.560, H56 1.111, H57 1.112
22 C 2.43 2.92 3.62  C21 1.560, C23 1.583, H58 1.106, H59 1.111
23 C 3.91 2.99 4.17  C22 1.583, H60 1.109, H61 1.113, H62 1.107
24 C 0.35 -2.83 -1.11  C6 1.573, C25 1.529, P27 1.931, Si30 1.910
25 C -1.14 -2.76 -0.76  C24 1.529, N26 1.128
26 N -2.24 -2.58 -0.59  C25 1.128
27 P 0.35 -3.80 -2.78  C24 1.931, C28 1.870, O29 1.671
28 C -0.73 -5.32 -2.60  P27 1.870, H63 1.115, H64 1.105, H65 1.110
29 O 1.87 -4.39 -3.12  P27 1.671, H66 0.976
30 Si 1.13 -3.81 0.33  C24 1.910, C31 1.894, C32 1.918, C33 1.901
31 C 1.50 -2.86 1.93  Si30 1.894, H67 1.118, H68 1.108, H69 1.112
32 C -0.18 -5.11 0.87  Si30 1.918, H70 1.107, H71 1.106, H72 1.121
33 C 2.67 -4.85 -0.07  Si30 1.901, H73 1.106, H74 1.114, H75 1.115
34 H 3.93 -2.41 0.34  C4 1.106
35 H 3.68 -0.59 0.14  C4 1.107
36 H 5.15 -1.38 -0.44  C4 1.113
37 H 2.31 -0.15 -2.43  C5 1.118
38 H 2.03 -1.64 -3.34  C5 1.108
39 H -0.86 -1.32 -2.95  C9 1.104
40 H 0.29 0.01 -3.12  C9 1.115
41 H -1.54 0.03 -0.62  C10 1.106
42 H -2.13 0.39 -2.24  C10 1.119
43 H 0.37 1.88 -1.40  C11 1.106
44 H -0.82 2.18 -2.71  C11 1.116
45 H -2.58 2.35 -0.64  C12 1.116
46 H -1.77 3.76 -1.34  C12 1.112
47 H -0.14 1.94 2.06  C14 1.105
48 H -1.40 1.13 1.14  C14 1.111
49 H -2.78 3.37 2.21  C15 1.113
50 H -1.87 2.65 3.62  C15 1.106
51 H -3.52 1.09 1.48  C16 1.116
52 H -4.30 1.67 2.99  C16 1.112
53 H -3.41 -0.30 4.12  C17 1.126
54 H -2.83 -0.85 2.53  C17 1.110
55 H -1.77 0.20 3.62  C17 1.110
56 H 3.01 4.72 2.47  C21 1.111
57 H 2.54 3.33 1.48  C21 1.112
58 H 1.72 3.10 4.45  C22 1.106
59 H 2.27 1.88 3.27  C22 1.111
60 H 3.95 3.16 5.26  C23 1.109
61 H 4.47 3.83 3.70  C23 1.113
62 H 4.49 2.07 3.95  C23 1.107
63 H -0.86 -5.68 -3.65  C28 1.115
64 H -1.73 -5.07 -2.21  C28 1.105
65 H -0.21 -6.15 -2.07  C28 1.110
66 H 1.94 -5.27 -2.71  O29 0.976
67 H 0.59 -2.25 2.18  C31 1.118
68 H 1.68 -3.52 2.81  C31 1.108
69 H 2.32 -2.12 1.81  C31 1.112
70 H -1.10 -4.64 1.28  C32 1.107
71 H -0.35 -5.88 0.10  C32 1.106
72 H 0.32 -5.63 1.72  C32 1.121
73 H 3.28 -4.49 -0.92  C33 1.106
74 H 3.33 -4.85 0.83  C33 1.114
75 H 2.37 -5.91 -0.23  C33 1.115
76 C -3.16 0.38 8.36  C77 1.521, H80 1.094, H81 1.092, H82 1.092
77 C -4.11 0.13 7.20  C76 1.521, C78 1.521, O79 1.427, H83 1.092
78 C -5.44 -0.43 7.68  C77 1.521, H84 1.094, H85 1.092, H86 1.092
79 O -3.52 -0.78 6.27  C77 1.427, H87 0.965
80 H -2.94 -0.56 8.88  C76 1.094
81 H -2.21 0.77 7.99  C76 1.092
82 H -3.58 1.08 9.07  C76 1.092
83 H -4.28 1.06 6.66  C77 1.092
84 H -5.29 -1.39 8.19  C78 1.094
85 H -6.11 -0.61 6.84  C78 1.092
86 H -5.93 0.25 8.38  C78 1.092
87 H -3.36 -1.61 6.74  O79 0.965
88 C 1.19 7.68 -4.31  C89 1.521, H92 1.094, H93 1.092, H94 1.092
89 C -0.32 7.63 -4.38  C88 1.521, C90 1.519, O91 1.429, H95 1.092
90 C -0.94 7.78 -3.00  C89 1.519, H96 1.094, H97 1.093, H98 1.090
91 O -0.73 6.39 -4.96  C89 1.429, H99 0.965
92 H 1.58 6.87 -3.70  C88 1.094
93 H 1.63 7.57 -5.31  C88 1.092
94 H 1.54 8.63 -3.89  C88 1.092
95 H -0.69 8.43 -5.03  C89 1.092
96 H -0.62 6.96 -2.34  C90 1.094
97 H -2.03 7.73 -3.06  C90 1.093
98 H -0.66 8.72 -2.54  C90 1.090
99 H -0.41 5.68 -4.39  O91 0.965
100 C 2.96 8.29 3.67  C101 1.521, H104 1.094, H105 1.092, H106 1.092
101 C 3.39 7.33 4.77  C100 1.521, C102 1.521, O103 1.428, H107 1.092
102 C 3.35 8.00 6.14  C101 1.521, H108 1.094, H109 1.092, H110 1.092
103 O 4.71 6.86 4.51  C101 1.428, H111 0.964
104 H 3.63 9.15 3.62  C100 1.094
105 H 3.00 7.79 2.70  C100 1.092
106 H 1.94 8.65 3.84  C100 1.092
107 H 2.73 6.45 4.77  C101 1.092
108 H 4.03 8.85 6.17  C102 1.094
109 H 3.67 7.30 6.91  C102 1.092
110 H 2.34 8.35 6.37  C102 1.092
111 H 5.30 7.62 4.51  O103 0.964
112 C 1.15 -5.26 -7.43  C113 1.518, H116 1.094, H117 1.092, H118 1.092
113 C -0.02 -5.94 -6.73  C112 1.518, C114 1.521, O115 1.428, H119 1.093
114 C -0.88 -6.73 -7.72  C113 1.521, H120 1.094, H121 1.092, H122 1.092
115 O -0.82 -4.95 -6.09  C113 1.428, H123 0.965
116 H 0.79 -4.55 -8.18  C112 1.094
117 H 1.74 -4.69 -6.71  C112 1.092
118 H 1.80 -5.99 -7.92  C112 1.092
119 H 0.35 -6.61 -5.96  C113 1.093
120 H -1.30 -6.07 -8.48  C114 1.094
121 H -1.72 -7.20 -7.20  C114 1.092
122 H -0.29 -7.50 -8.21  C114 1.092
123 H -1.16 -4.35 -6.77  O115 0.965
124 C -3.14 -8.23 0.27  C125 1.521, H128 1.094, H129 1.092, H130 1.092
125 C -1.98 -9.21 0.28  C124 1.521, C126 1.521, O127 1.429, H131 1.092
126 C -2.18 -10.31 1.30  C125 1.521, H132 1.094, H133 1.092, H134 1.092
127 O -0.77 -8.50 0.57  C125 1.429, H135 0.966
128 H -3.25 -7.74 1.24  C124 1.094
129 H -2.98 -7.44 -0.46  C124 1.092
130 H -4.08 -8.74 0.03  C124 1.092
131 H -1.86 -9.65 -0.71  C125 1.092
132 H -2.26 -9.89 2.31  C126 1.094
133 H -1.33 -11.00 1.31  C126 1.092
134 H -3.09 -10.88 1.10  C126 1.092
135 H -0.86 -8.11 1.44  O127 0.966
136 C -0.70 -0.12 -6.62  C137 1.521, H140 1.094, H141 1.092, H142 1.092
137 C 0.52 -0.95 -7.01  C136 1.521, C138 1.521, O139 1.429, H143 1.093
138 C 1.76 -0.07 -7.13  C137 1.521, H144 1.094, H145 1.092, H146 1.092
139 O 0.28 -1.61 -8.25  C137 1.429, H147 0.965
140 H -0.91 0.63 -7.39  C136 1.094
141 H -1.58 -0.76 -6.55  C136 1.092
142 H -0.55 0.38 -5.67  C136 1.092
143 H 0.69 -1.72 -6.26  C137 1.093
144 H 1.63 0.68 -7.91  C138 1.094
145 H 2.63 -0.67 -7.42  C138 1.092
146 H 1.98 0.44 -6.19  C138 1.092
147 H 0.13 -0.94 -8.92  O139 0.965
148 C 2.61 -9.12 3.53  C149 1.521, H152 1.094, H153 1.091, H154 1.092
149 C 2.01 -7.73 3.73  C148 1.521, C150 1.521, O151 1.428, H155 1.092
150 C 0.77 -7.78 4.61  C149 1.521, H156 1.095, H157 1.092, H158 1.092
151 O 1.67 -7.17 2.46  C149 1.428, H159 0.965
152 H 1.89 -9.78 3.03  C148 1.094
153 H 3.49 -9.07 2.89  C148 1.091
154 H 2.89 -9.57 4.48  C148 1.092
155 H 2.76 -7.08 4.18  C149 1.092
156 H 0.00 -8.40 4.15  C150 1.095
157 H 0.35 -6.78 4.73  C150 1.092
158 H 1.01 -8.19 5.59  C150 1.092
159 H 1.02 -7.74 2.05  O151 0.965
160 C -3.01 11.91 -1.98  C161 1.521, H164 1.094, H165 1.092, H166 1.092
161 C -2.56 10.97 -0.86  C160 1.521, C162 1.521, O163 1.427, H167 1.092
162 C -2.58 11.67 0.49  C161 1.521, H168 1.094, H169 1.092, H170 1.092
163 O -1.25 10.50 -1.14  C161 1.427, H171 0.965
164 H -2.34 12.77 -2.05  C160 1.094
165 H -2.99 11.40 -2.94  C160 1.092
166 H -4.03 12.27 -1.80  C160 1.092
167 H -3.22 10.10 -0.83  C161 1.092
168 H -1.90 12.53 0.49  C162 1.094
169 H -2.25 10.99 1.27  C162 1.092
170 H -3.58 12.03 0.74  C162 1.092
171 H -0.66 11.26 -1.17  O163 0.965

Values from the calculation:
- Gap between HOMO and LUMO: 8.2 eV
- E: -113697.7888 eV
- E_HOMO: -7.6 eV
- ΔE to the lowest compared entry with this formula, charge and spin: 0.00 kJ/mol
- SMILES: [H]/N=C(\C)C[C@@](C#N)(CCCCN(CCCC)C(=S)SCCC)[C@@](C#N)(P(C)O)[Si](C)(C)C.CC(C)O.CC(C)O.CC(C)O.CC(C)O.CC(C)O.CC(C)O.CC(C)O.CC(C)O
- Total charge: 0

***

Entry from the OMol25 dataset: a single C14H27NO2 molecule (the ωB97M-V functional and the def2-TZVPD basis).

Each atom is followed by the atoms it is bonded to, with distances in Å.
Positions of all 44 atoms, in Å:
1 C 0.89 -1.46 -3.57  C2 1.524, H18 1.087, H19 1.088, H20 1.087
2 C 0.03 -2.01 -2.44  C1 1.524, C3 1.526, H21 1.092, H22 1.093
3 C -1.34 -1.32 -2.39  C2 1.526, C4 1.533, H23 1.092, H24 1.094
4 C -2.18 -1.83 -1.22  C3 1.533, O5 1.411, H25 1.099, H26 1.094
5 O -3.50 -1.32 -1.20  C4 1.411, C6 1.411
6 C -3.64 0.02 -0.77  O5 1.411, C7 1.543, H27 1.092, H28 1.099
7 C -3.44 0.22 0.75  C6 1.543, C8 1.531, H29 1.090, H30 1.091
8 C -2.35 1.23 1.10  C7 1.531, N9 1.444, H31 1.096, H32 1.093
9 N -1.02 0.75 0.77  C8 1.444, C10 1.355, H33 1.007
10 C -0.08 0.49 1.70  N9 1.355, O11 1.212, C12 1.530
11 O -0.27 0.68 2.88  C10 1.212
12 C 1.21 -0.10 1.12  C10 1.530, C13 1.534, C17 1.531, H34 1.099
13 C 1.85 0.82 0.07  C12 1.534, C14 1.525, H35 1.093, H36 1.093
14 C 2.35 2.11 0.70  C13 1.525, C15 1.525, H37 1.092, H38 1.093
15 C 3.39 1.79 1.77  C14 1.525, C16 1.525, H39 1.092, H40 1.093
16 C 2.78 0.89 2.84  C15 1.525, C17 1.526, H41 1.090, H42 1.092
17 C 2.22 -0.39 2.23  C12 1.531, C16 1.526, H43 1.091, H44 1.093
18 H 0.40 -1.60 -4.53  C1 1.087
19 H 1.07 -0.39 -3.44  C1 1.088
20 H 1.85 -1.97 -3.60  C1 1.087
21 H -0.12 -3.08 -2.58  C2 1.092
22 H 0.54 -1.86 -1.49  C2 1.093
23 H -1.88 -1.51 -3.32  C3 1.092
24 H -1.19 -0.24 -2.31  C3 1.094
25 H -1.67 -1.64 -0.27  C4 1.099
26 H -2.31 -2.92 -1.32  C4 1.094
27 H -4.66 0.27 -1.05  C6 1.092
28 H -2.97 0.68 -1.33  C6 1.099
29 H -4.38 0.56 1.20  C7 1.090
30 H -3.20 -0.75 1.20  C7 1.091
31 H -2.54 2.18 0.59  C8 1.096
32 H -2.34 1.40 2.18  C8 1.093
33 H -0.84 0.53 -0.20  N9 1.007
34 H 0.93 -1.05 0.65  C12 1.099
35 H 1.14 1.05 -0.73  C13 1.093
36 H 2.69 0.29 -0.39  C13 1.093
37 H 1.52 2.64 1.16  C14 1.092
38 H 2.79 2.75 -0.07  C14 1.093
39 H 3.75 2.71 2.23  C15 1.092
40 H 4.24 1.28 1.31  C15 1.093
41 H 1.97 1.42 3.35  C16 1.090
42 H 3.53 0.64 3.59  C16 1.092
43 H 1.74 -0.98 3.01  C17 1.091
44 H 3.04 -0.98 1.81  C17 1.093

Values from the calculation:
- Gap between HOMO and LUMO: 10.4 eV
- E: -20541.8943 eV
- E_HOMO: -9.6 eV
- ΔE to the lowest compared entry with this formula, charge and spin: 14.26 kJ/mol
- SMILES: CCCCOCCCNC(=O)C1CCCCC1
- Total charge: 0

***

Entry from the OMol25 dataset: 2 unconnected molecules or ions with the total composition CH4N2O (the ωB97M-V functional and the def2-TZVPD basis).

Each atom is followed by the atoms it is bonded to, with distances in Å.
Positions of all 8 atoms, in Å:
1 C -0.97 -0.06 0.16  N2 1.272, O4 1.231, H5 1.129
2 N -2.20 -0.07 -0.16  C1 1.272, H6 1.009
3 N 2.02 0.08 -0.11  H7 1.021, H8 1.019
4 O -0.18 0.84 0.42  C1 1.231
5 H -0.52 -1.09 0.26  C1 1.129
6 H -2.66 -0.95 -0.34  N2 1.009
7 H 2.38 0.59 0.70  N3 1.021
8 H 2.14 0.67 -0.93  N3 1.019

Values from the calculation:
- Gap between HOMO and LUMO (alpha / beta): 9.9 / 7.1 eV
- E: -6124.7393 eV
- E_HOMO (alpha / beta): -10.5 / -9.9 eV
- ΔE to the lowest compared entry with this formula, charge and spin: 556.56 kJ/mol
- Total charge: 0

***

Entry from the OMol25 dataset: 4 unconnected molecules or ions with the total composition C19H29F9N7O4 (the ωB97M-V functional and the def2-TZVPD basis).

Each atom is followed by the atoms it is bonded to, with distances in Å.
Positions of all 68 atoms, in Å:
1 C 0.93 -4.46 3.38  C2 1.190, H25 1.060
2 C 1.32 -4.09 2.31  C1 1.190, N3 1.381
3 N 1.71 -3.73 1.04  C2 1.381, C4 1.396, H26 1.016
4 C 0.82 -2.85 0.42  N3 1.396, N5 1.372, N21 1.290
5 N -0.29 -3.14 -0.33  C4 1.372, C6 1.501, H27 1.015
6 C -1.42 -3.70 0.48  N5 1.501, C7 1.536, H28 1.085, H29 1.082
7 C -2.72 -3.03 0.01  C6 1.536, C8 1.513, H30 1.088, H31 1.082
8 C -3.76 -2.93 1.09  C7 1.513, F9 1.365, F10 1.346, C11 1.550
9 F -3.78 -4.12 1.75  C8 1.365
10 F -4.98 -2.74 0.55  C8 1.346
11 C -3.53 -1.86 2.19  C8 1.550, F12 1.352, F13 1.350, C14 1.555
12 F -4.41 -2.12 3.18  C11 1.352
13 F -2.29 -1.98 2.73  C11 1.350
14 C -3.78 -0.37 1.82  C11 1.555, F15 1.349, F16 1.334, C17 1.565
15 F -3.58 0.33 2.96  C14 1.349
16 F -5.04 -0.17 1.44  C14 1.334
17 C -2.83 0.26 0.75  C14 1.565, F18 1.332, F19 1.348, F20 1.333
18 F -3.34 0.12 -0.47  C17 1.332
19 F -1.59 -0.25 0.80  C17 1.348
20 F -2.72 1.57 0.99  C17 1.333
21 N 1.06 -1.59 0.55  C4 1.290, O22 1.380, H32 1.022
22 O 2.13 -1.10 1.27  N21 1.380, C23 1.321
23 C 1.75 -0.65 2.45  O22 1.321, N24 1.146
24 N 1.57 -0.29 3.53  C23 1.146
25 H 0.58 -4.90 4.27  C1 1.060
26 H 1.83 -4.56 0.46  N3 1.016
27 H -0.07 -3.74 -1.12  N5 1.015
28 H -1.49 -4.76 0.26  C6 1.085
29 H -1.24 -3.62 1.55  C6 1.082
30 H -3.12 -3.65 -0.79  C7 1.088
31 H -2.47 -2.08 -0.47  C7 1.082
32 H 0.46 -0.88 0.12  N21 1.022
33 C 1.71 2.38 -1.66  O34 1.224, N35 1.342, H38 1.100
34 O 1.35 1.25 -1.93  C33 1.224
35 N 1.98 2.79 -0.41  C33 1.342, C36 1.457, C37 1.441
36 C 2.41 4.15 -0.07  N35 1.457, H39 1.086, H40 1.090, H41 1.087
37 C 1.81 1.80 0.62  N35 1.441, H42 1.087, H43 1.097, H44 1.087
38 H 1.84 3.16 -2.42  C33 1.100
39 H 3.38 4.13 0.41  C36 1.086
40 H 1.69 4.60 0.61  C36 1.090
41 H 2.47 4.75 -0.97  C36 1.087
42 H 2.47 0.96 0.40  C37 1.087
43 H 0.77 1.45 0.61  C37 1.097
44 H 2.04 2.20 1.60  C37 1.087
45 C 5.82 5.27 1.10  O46 1.218, N47 1.342, H50 1.105
46 O 4.82 5.96 1.07  C45 1.218
47 N 7.05 5.71 0.80  C45 1.342, C48 1.450, C49 1.455
48 C 8.22 4.84 0.86  N47 1.450, H51 1.091, H52 1.091, H53 1.088
49 C 7.22 7.10 0.42  N47 1.455, H54 1.090, H55 1.090, H56 1.086
50 H 5.80 4.20 1.39  C45 1.105
51 H 8.94 5.23 1.58  C48 1.091
52 H 8.69 4.78 -0.12  C48 1.091
53 H 7.92 3.84 1.17  C48 1.088
54 H 6.88 7.76 1.21  C49 1.090
55 H 6.63 7.31 -0.48  C49 1.090
56 H 8.27 7.30 0.21  C49 1.086
57 C -4.30 -3.56 -3.76  O58 1.225, N59 1.336, H62 1.101
58 O -3.71 -3.93 -2.76  C57 1.225
59 N -5.37 -2.75 -3.78  C57 1.336, C60 1.453, C61 1.454
60 C -6.02 -2.37 -5.01  N59 1.453, H63 1.091, H64 1.091, H65 1.087
61 C -5.88 -2.23 -2.52  N59 1.454, H66 1.090, H67 1.090, H68 1.086
62 H -4.00 -3.89 -4.77  C57 1.101
63 H -5.99 -1.29 -5.14  C60 1.091
64 H -7.06 -2.69 -5.00  C60 1.091
65 H -5.52 -2.83 -5.86  C60 1.087
66 H -5.11 -1.66 -2.01  C61 1.090
67 H -6.18 -3.06 -1.87  C61 1.090
68 H -6.74 -1.60 -2.71  C61 1.086

Values from the calculation:
- Gap between HOMO and LUMO: 6.6 eV
- E: -63239.4747 eV
- E_HOMO: -11.1 eV
- Total charge: +1